Entry from the Open Molecules 2025 dataset: 2 unconnected molecules or ions with the total composition C5H12O (wB97M-V/def2-TZVPD).

Summary:
HOMO   -9.83 eV
SMILES string   CCOC.C=C
ΔE to the lowest compared entry with this formula, charge and spin   39.7 kcal per mole

Geometry (Å):
C: 2.13646 -0.30724 0.04228
C: 1.96405 -1.54805 0.50080
H: 1.34047 0.21071 -0.50484
H: 3.07899 0.22947 0.19968
H: 1.02151 -2.08477 0.34341
H: 2.76003 -2.06599 1.04792
O: -0.66704 1.11715 -0.58669
C: -0.44779 2.19538 0.29633
C: -1.45751 -1.10135 -0.91806
C: -1.25171 0.01246 0.08473
H: 0.00547 3.01775 -0.28235
H: 0.24070 1.91820 1.11227
H: -1.39152 2.55546 0.73941
H: -2.12478 -0.76774 -1.73051
H: -0.49255 -1.40500 -1.35766
H: -1.91203 -1.97835 -0.42724
H: -0.58695 -0.31702 0.90630
H: -2.21580 0.31893 0.53423

Löwdin population analysis, charges in e, atoms 1 to 5: -0.07, -0.08, 0.03, 0.05, 0.04

Entry from the Open Molecules 2025 dataset: 3 unconnected molecules or ions with the total composition C5H12O2 (wB97M-V/def2-TZVPD).

Summary:
HOMO   -9.91 eV
SMILES string   C=CCC.C=O.O
ΔE to the lowest compared entry with this formula, charge and spin   45.2 kcal per mole

Geometry (Å):
C: 1.90271 -0.67590 0.68122
C: 1.71068 0.01098 -0.67394
C: 0.45258 -0.41451 -1.37804
O: -0.60638 0.83814 2.45901
C: -0.46006 0.40831 -1.89095
C: -2.53537 -0.26949 0.28585
O: -2.88901 0.76802 0.79859
H: 2.86538 -0.39633 1.12289
H: 1.10627 -0.40045 1.38172
H: 1.89690 -1.76703 0.56967
H: 2.56497 -0.22710 -1.32344
H: 1.70863 1.10202 -0.55277
H: 0.31047 -1.49326 -1.47947
H: -0.09364 1.55369 2.06472
H: -1.33122 0.03768 -2.42665
H: -0.35962 1.48956 -1.81390
H: -1.67958 -0.84777 0.67145
H: -3.06366 -0.68424 -0.59200
H: -1.50006 0.96767 2.09604

Löwdin population analysis, charges in e, atoms 1 to 5: -0.11, -0.27, -0.21, -0.08, -0.03

Entry from the Open Molecules 2025 dataset: 2 unconnected molecules or ions with the total composition C5H12O2 (wB97M-V/def2-TZVPD).

Summary:
HOMO   -8.77 eV
SMILES string   C/C=C(/O)CC.O
ΔE to the lowest compared entry with this formula, charge and spin   22.7 kcal per mole

Geometry (Å):
C: 2.08758 -0.20454 0.62092
C: 0.91416 0.78151 0.69514
C: -0.44362 0.13479 0.63657
O: -0.68251 -0.81958 1.60394
C: -1.43669 0.38204 -0.22135
C: -1.43104 1.30580 -1.40517
O: -0.39637 -2.52218 -0.86480
H: 2.10239 -0.90812 1.46284
H: 2.04997 -0.80007 -0.29599
H: 3.03782 0.33753 0.65200
H: 0.97583 1.34905 1.63502
H: 1.00117 1.51574 -0.11013
H: -0.41734 -1.63738 -1.24882
H: 0.13657 -1.00440 2.07959
H: -2.35876 -0.17032 -0.04215
H: -0.42214 1.59596 -1.71447
H: -1.90303 0.80920 -2.26131
H: -2.00230 2.22291 -1.21717
H: -0.81168 -2.36797 -0.00466

Löwdin population analysis, charges in e, atoms 1 to 5: -0.09, -0.18, -0.38, 0.02, -0.13